No. 1
The following is a quantum chemistry calculation of the molecule C19H20ClFN2O4S, from the OMol25 dataset.

Output
Orbital gap   9.525 eV
LUMO level   0.120 eV
ΔE to the lowest compared entry with this formula, charge and spin   0.0 kJ/mol
SMILES string   O=C(NC[C@@H]1CCCO1)c1ccc(CNS(=O)(=O)c2ccc(F)c(Cl)c2)cc1
HOMO level   -9.40 eV

Geometry as XYZ:
```
48
C19H20ClFN2O4S | the OMol25 dataset | ωB97M-V with the def2-TZVPD basis set
O -2.1425 -2.6541 0.1907
C -1.6257 -1.6332 0.6104
N -2.3476 -0.6025 1.1031
C -3.7824 -0.6723 1.2410
C -4.5288 0.1261 0.1623
C -4.1919 -0.3285 -1.2718
C -3.3387 0.8187 -1.8118
C -3.8914 2.0023 -1.0213
O -4.1570 1.4952 0.2700
C -0.1382 -1.4918 0.6687
C 0.5157 -0.7456 1.6452
C 1.8930 -0.7958 1.7506
C 2.6474 -1.5757 0.8805
C 4.1415 -1.6560 1.0408
N 4.7197 -0.3240 0.9542
S 4.6848 0.3431 -0.5826
O 5.6628 1.3872 -0.5930
O 4.7414 -0.6751 -1.5906
C 3.0464 1.0649 -0.5820
C 2.1063 0.6535 -1.5041
C 0.8275 1.1797 -1.4433
C 0.5258 2.0993 -0.4547
F -0.7209 2.5881 -0.3811
C 1.4792 2.5238 0.4694
Cl 1.0607 3.6620 1.6876
C 2.7597 1.9983 0.3929
C 1.9972 -2.2921 -0.1151
C 0.6193 -2.2590 -0.2114
H -1.9256 0.2966 1.2694
H -4.0590 -0.2768 2.2223
H -4.0652 -1.7247 1.1729
H -5.6066 0.0288 0.3616
H -5.1051 -0.4321 -1.8574
H -3.6684 -1.2813 -1.2714
H -2.2901 0.6621 -1.5582
H -3.4325 0.9535 -2.8865
H -4.8213 2.3694 -1.4807
H -3.1913 2.8305 -0.9142
H -0.0478 -0.1620 2.3585
H 2.3960 -0.2386 2.5266
H 4.5607 -2.3094 0.2660
H 4.3841 -2.0665 2.0250
H 5.6544 -0.2592 1.3296
H 2.3858 -0.0749 -2.2472
H 0.0629 0.8867 -2.1453
H 3.5302 2.3006 1.0824
H 2.5734 -2.8913 -0.8037
H 0.1023 -2.8474 -0.9543
```

These are the Mulliken partial charges, in e, on atoms 1 to 8: -0.6742 0.0425 -0.0468 -1.3056 0.3797 -0.9574 0.3893 -0.5661

---

No. 2
The following is a quantum chemistry calculation of the molecule C6H6, from the OMol25 dataset.

Output
Orbital gap   10.582 eV
LUMO level   0.992 eV
ΔE to the lowest compared entry with this formula, charge and spin   350.3 kJ/mol
SMILES string   C#CCC#CC
HOMO level   -9.59 eV

Geometry as XYZ:
```
12
C6H6 | the OMol25 dataset | ωB97M-V with the def2-TZVPD basis set
C -1.9985 -0.1990 2.3523
C -1.8433 0.1734 1.2193
C -1.5935 0.6032 -0.1654
C -0.2783 0.1344 -0.6266
C 0.8105 -0.2806 -0.9303
C 2.1361 -0.7973 -1.2706
H -2.1194 -0.5343 3.3587
H -2.3845 0.2183 -0.8213
H -1.6472 1.6975 -0.2266
H 2.9092 -0.0466 -1.0784
H 2.3674 -1.6817 -0.6679
H 2.1908 -1.0824 -2.3257
```

These are the Mulliken partial charges, in e, on atoms 1 to 8: 0.1071 -0.4405 -0.7158 -0.1301 0.6506 -1.2542 0.3920 0.2629

---

No. 3
The following is a quantum chemistry calculation of a cluster of 2 separate species, C6H7N2O2 in total, from the OMol25 dataset.

Output
Orbital gap (alpha / beta)   5.912 / 8.085 eV
Charge   +1
LUMO level (alpha / beta)   -6.631 / -6.488 eV
ΔE to the lowest compared entry with this formula, charge and spin   689.3 kJ/mol
HOMO level (alpha / beta)   -12.54 / -14.57 eV

Geometry as XYZ:
```
17
C6H7N2O2 | the OMol25 dataset | ωB97M-V with the def2-TZVPD basis set
C -2.8861 0.1006 -0.2169
C -2.1078 1.2127 0.1105
C -2.3294 -1.1803 -0.2512
C -0.7692 1.0542 0.3738
C -0.9916 -1.3694 -0.0017
C -0.1836 -0.2355 0.2841
N 4.1648 1.0981 -0.1959
N 1.1413 -0.2608 0.4191
O 3.9564 -0.1763 -0.1726
O 1.9819 -1.1008 0.2598
H -3.9337 0.2346 -0.4397
H -2.5570 2.1929 0.1502
H -2.9575 -2.0262 -0.4829
H -0.1400 1.8945 0.6221
H -0.5407 -2.3502 -0.0278
H 3.8951 1.4559 -1.1210
H 4.2569 -0.5440 0.6904
```

These are the Mulliken partial charges, in e, on atoms 1 to 8: -0.2595 -0.5880 -0.5268 -0.1669 -0.1761 0.4028 -0.2330 0.2471

---

No. 4
The following is a quantum chemistry calculation of a cluster of 8 separate species, H16O8 in total, from the OMol25 dataset.

Output
Orbital gap   10.492 eV
LUMO level   -0.286 eV
ΔE to the lowest compared entry with this formula, charge and spin   355.4 kJ/mol
SMILES string   O.O.O.O.O.O.O.O
HOMO level   -10.78 eV

Geometry as XYZ:
```
24
H16O8 | the OMol25 dataset | ωB97M-V with the def2-TZVPD basis set
O 1.8601 -0.3180 -1.4518
H 2.8221 0.0400 -1.3848
H 1.9221 -0.3670 -2.4688
O 3.0661 1.9470 1.0312
H 2.1411 2.3700 0.6212
H 2.6431 1.1320 1.4232
O -2.1159 -1.2470 2.1842
H -1.2369 -1.5550 2.2312
H -2.4429 -1.3530 1.2272
O -0.8389 1.8460 2.4682
H -0.1109 2.4700 2.5742
H -0.5469 1.5980 1.6352
O 0.5261 -2.9200 -1.1188
H 1.1991 -2.2690 -1.0388
H 0.6451 -3.3560 -0.3407
O -0.3029 0.5190 0.0192
H 0.4621 0.2500 -0.3717
H -0.9629 -0.3340 -0.1468
O -1.8669 -1.7630 -0.7118
H -2.4029 -1.9160 -1.4768
H -1.0519 -2.1150 -0.9398
O -1.0799 2.4260 -1.8098
H -1.5429 2.9940 -1.1648
H -0.7839 1.9220 -0.9908
```

These are the Mulliken partial charges, in e, on atoms 1 to 8: -0.7608 0.3270 0.3424 -0.6616 0.3297 0.3243 -0.6146 0.2698

---

No. 5
The following is a quantum chemistry calculation of a cluster of 2 separate species, C5H14S in total, from the OMol25 dataset.

Output
Orbital gap   9.536 eV
LUMO level   0.993 eV
ΔE to the lowest compared entry with this formula, charge and spin   43.1 kJ/mol
SMILES string   CCSC.CC
HOMO level   -8.54 eV

Geometry as XYZ:
```
20
C5H14S | the OMol25 dataset | ωB97M-V with the def2-TZVPD basis set
C -1.8916 -0.0847 1.1657
C -0.8864 1.0747 1.2906
S 0.1006 1.3367 -0.1907
C -1.1809 2.1062 -1.2413
H -1.4248 -1.0655 1.2309
H -2.3876 0.0478 0.2080
H -2.6287 -0.0737 1.9714
H -1.4843 1.9695 1.5006
H -0.3174 0.9856 2.1893
H -0.9664 1.9389 -2.2941
H -2.1570 1.6361 -1.1453
H -1.1720 3.1497 -0.9512
C 1.6982 -2.3937 -1.0692
C 2.0745 -2.9882 0.2889
H 1.1650 -1.4480 -1.0108
H 2.4799 -2.2461 -1.7847
H 0.9619 -3.0818 -1.4985
H 2.8238 -3.7605 0.1531
H 2.5949 -2.2617 0.9130
H 1.1971 -3.4251 0.7526
```

These are the Mulliken partial charges, in e, on atoms 1 to 8: -0.9697 -0.4846 -0.0827 -0.8767 0.2225 0.2747 0.3365 0.3155

---

No. 6
The following is a quantum chemistry calculation of the molecule C3H4ClFO, from the OMol25 dataset.

Output
Orbital gap   10.824 eV
LUMO level   0.662 eV
ΔE to the lowest compared entry with this formula, charge and spin   48.5 kJ/mol
SMILES string   O=CC[C@H](F)Cl
HOMO level   -10.16 eV

Geometry as XYZ:
```
10
C3H4ClFO | the OMol25 dataset | ωB97M-V with the def2-TZVPD basis set
O 1.5580 0.8127 1.4223
C 0.4573 0.3292 1.4130
C -0.5014 -0.0430 0.3126
C 0.0131 -0.2733 -1.1500
F 0.9458 -1.2628 -1.1386
Cl 0.6677 1.0067 -2.1535
H -0.0262 0.1238 2.3084
H -1.2706 0.7383 0.1767
H -0.9831 -0.9834 0.5519
H -0.8606 -0.4482 -1.7428
```

These are the Mulliken partial charges, in e, on atoms 1 to 8: -0.4530 0.0007 -0.4823 0.0708 -0.2418 -0.1701 0.3753 0.3236

---

No. 7
The following is a quantum chemistry calculation of a structure of composition C11H10BrF3Tl, from the OMol25 dataset.

Output
Orbital gap (alpha / beta)   5.565 / 4.852 eV
Charge   -1
LUMO level (alpha / beta)   1.527 / 0.978 eV
HOMO level (alpha / beta)   -4.04 / -3.87 eV

Geometry as XYZ:
```
26
C11H10BrF3Tl | the OMol25 dataset | ωB97M-V with the def2-TZVPD basis set
C 1.8749 1.2867 -0.9821
C 2.2784 2.2883 -0.0566
C 3.2401 1.7140 0.8365
H 1.8218 3.3090 0.0411
C 3.4323 0.3451 0.4607
C 2.5605 0.0763 -0.6530
H 2.3743 -0.9313 -1.1071
H 1.0602 1.4009 -1.7428
H 3.6914 2.2027 1.7428
H 4.0318 -0.4153 1.0404
Tl 0.8766 0.3274 1.7401
Br -1.4110 0.3875 0.3164
C -3.3558 -2.5209 -0.2399
C -2.4726 -3.2763 -1.0893
C -2.3727 -2.5856 -2.3525
H -1.9791 -4.2142 -0.8304
C -3.1951 -1.4055 -2.2787
C -3.8053 -1.3669 -0.9752
H -4.4835 -0.5964 -0.6079
H -3.6463 -2.7794 0.7791
H -1.7906 -2.9085 -3.2178
H -3.3436 -0.6736 -3.0750
F 2.1376 2.0925 3.7355
C 1.1682 2.3212 2.7519
F -0.0653 2.3355 3.4216
F 1.3726 3.5871 2.3421
```

These are the Mulliken partial charges, in e, on atoms 1 to 8: -0.4766 -0.4544 -0.4913 0.3261 -0.5555 -0.4324 0.3279 0.3640

---

No. 8
The following is a quantum chemistry calculation of a structure of composition C32H26BClLiN2O2PSe, from the OMol25 dataset.

Output
Orbital gap   7.224 eV
LUMO level   0.450 eV
ΔE to the lowest compared entry with this formula, charge and spin   109.0 kJ/mol
HOMO level   -6.77 eV

Geometry as XYZ:
```
67
C32H26BClLiN2O2PSe | the OMol25 dataset | ωB97M-V with the def2-TZVPD basis set
Li 0.3401 0.1648 0.7246
Cl 1.2683 -0.2243 2.8342
C 2.7933 -0.7588 2.2883
C 3.9371 -0.2379 2.8704
C 5.1724 -0.6835 2.4383
C 5.2554 -1.6515 1.4512
C 4.1058 -2.1624 0.8761
C 2.8506 -1.7112 1.2737
P 1.2632 -2.3090 0.5832
C 1.1283 -1.2646 -0.9080
C 2.1620 -0.5430 -1.4916
C 1.9544 0.1035 -2.6989
C 0.7242 0.0386 -3.3297
C -0.3185 -0.6579 -2.7399
C -0.1194 -1.2942 -1.5304
C 1.8522 -3.8494 -0.2267
C 2.0995 -4.9239 0.6271
C 2.5291 -6.1375 0.1263
C 2.7030 -6.2983 -1.2393
C 2.4330 -5.2453 -2.0962
C 2.0055 -4.0259 -1.5982
H 3.8564 0.5049 3.6501
H 6.0721 -0.2819 2.8795
H 6.2188 -2.0117 1.1243
H 4.1819 -2.9183 0.1086
H 3.1375 -0.5020 -1.0227
H 2.7672 0.6525 -3.1544
H 0.5758 0.5420 -4.2716
H -1.2798 -0.7049 -3.2261
H -0.9261 -1.8394 -1.0529
H 1.9528 -4.7926 1.6919
H 2.7198 -6.9630 0.7965
H 3.0385 -7.2467 -1.6337
H 2.5531 -5.3760 -3.1625
H 1.7994 -3.2212 -2.2910
O 0.1730 2.2266 -0.8822
B -0.7999 1.5747 -0.0711
O -2.0266 1.6658 -0.7764
C -1.8029 2.3459 -1.9184
C -2.6832 2.6982 -2.9213
C -2.1711 3.4224 -3.9895
C -0.8299 3.7744 -4.0488
C 0.0599 3.4111 -3.0478
C -0.4469 2.6949 -1.9826
H -3.7265 2.4283 -2.8710
H -2.8311 3.7237 -4.7890
H -0.4717 4.3519 -4.8895
H 1.1034 3.6886 -3.0884
C -2.0497 1.1170 4.3929
N -2.8476 1.1219 3.2027
C -3.0129 0.0834 2.3529
Se -2.3783 -1.5856 2.5398
N -3.7843 0.4950 1.3225
C -4.0524 1.8336 1.4557
C -4.7357 2.7333 0.6581
C -4.8051 4.0429 1.0999
C -4.2394 4.4359 2.3084
C -3.5642 3.5372 3.1189
C -3.4646 2.2321 2.6688
H -1.6476 0.1151 4.5395
H -2.6571 1.3895 5.2576
H -1.2242 1.8252 4.2876
H -3.9462 -0.0695 0.5043
H -5.1786 2.4230 -0.2743
H -5.3082 4.7793 0.4910
H -4.3238 5.4663 2.6220
H -3.1327 3.8482 4.0568
```

These are the Mulliken partial charges, in e, on atoms 1 to 8: 0.6267 -0.1316 0.4860 -0.6998 -0.4892 -0.7303 -0.1157 -0.2352